1.
Below is C3H10F9KO14S3 as an isolated structure, with properties calculated with ωB97M-V with the def2-TZVPD basis set.

- E_HOMO: -4.21 eV
- E_tot: -3867.25917 a.u.
- Maximum force: 0.03497 hartree/bohr

```
! wB97M-V def2-TZVPD RIJCOSX def2/J DEFGRID3
* xyz -2 1
K -1.35 0.02 0.13
C -0.19 -1.79 -4.51
F -1.15 -1.06 -5.12
F 0.26 -2.68 -5.41
F 0.81 -1.00 -4.16
S -0.85 -2.73 -3.03
O -1.92 -3.55 -3.60
O 0.31 -3.44 -2.56
O -1.32 -1.67 -2.11
C 1.20 1.66 4.64
F 0.78 0.49 5.06
F 1.06 2.57 5.60
F 2.51 1.52 4.44
S 0.34 2.25 3.10
O 1.06 3.40 2.64
O 0.40 1.12 2.20
O -1.00 2.44 3.67
C 3.83 0.49 0.27
F 4.03 1.80 0.01
F 5.04 -0.11 0.12
F 3.45 0.38 1.53
S 2.65 -0.28 -0.98
O 1.38 0.34 -0.57
O 3.20 0.18 -2.25
O 2.74 -1.70 -0.71
O 0.52 -1.58 1.49
H 1.40 -1.87 1.20
H 0.67 -0.72 1.91
O -3.35 0.14 -2.30
H -2.97 -0.70 -2.60
H -3.72 -0.05 -1.44
O -2.81 2.12 1.46
H -3.71 1.94 1.72
H -2.28 1.95 2.27
O -0.45 2.33 -1.30
H -0.21 2.70 -2.15
H 0.33 1.83 -1.02
O -3.21 -2.17 0.94
H -3.39 -2.65 0.12
H -4.08 -1.93 1.28
*
```

=====

2.
Below is a 2-piece molecular cluster, C7H21N3PS overall, with properties calculated with ωB97M-V with the def2-TZVPD basis set.

- E_HOMO: -12.31 eV
- E_tot: -1182.78721 a.u.
- Maximum force: 0.07911 hartree/bohr

```
! wB97M-V def2-TZVPD RIJCOSX def2/J DEFGRID3
* xyz 1 1
C -1.50 2.29 -0.43
C 0.09 1.85 1.38
C -1.55 -0.21 -1.91
C 0.67 -1.12 -2.46
C -0.97 -1.51 1.54
C 1.42 -2.28 1.50
C 0.43 0.62 -0.71
N -0.34 1.44 0.00
N -0.12 -0.17 -1.67
N 0.22 -1.75 0.71
P 2.69 2.63 -0.29
S 2.24 0.56 -0.49
H -2.49 2.05 -0.10
H -1.40 3.29 0.02
H -1.63 2.37 -1.49
H 0.62 2.86 1.39
H -0.75 2.02 1.96
H 0.65 1.13 1.83
H -2.12 0.06 -1.04
H -1.80 0.39 -2.75
H -1.69 -1.17 -2.47
H 0.20 -1.43 -3.36
H 1.67 -0.69 -2.72
H 0.86 -2.10 -1.93
H -0.88 -0.56 2.03
H -1.84 -1.45 0.77
H -1.01 -2.34 2.29
H 1.84 -1.50 2.15
H 1.26 -3.35 1.85
H 2.13 -2.37 0.72
H -0.14 -2.49 0.12
H 3.18 2.92 -1.66
H 3.99 2.51 0.12
*
```

=====

3.
Below is a 12-piece molecular cluster, C70H176N12O23 overall, with properties calculated with ωB97M-V with the def2-TZVPD basis set.

- E_HOMO: -8.44 eV
- E_tot: -5159.63940 a.u.
- Maximum force: 0.06147 hartree/bohr
- SMILES: COC[C@H](C)N.COCCNCCOC.COCCNCCOC.COCCNCCOC.COCCNCCOC.COCCNCCOC.COCCNCCOC.COCCNCCOC.COCCNCCOC.COCCNCCOC.COCCNCCOC.COCCNCCOC

```
! wB97M-V def2-TZVPD RIJCOSX def2/J DEFGRID3
* xyz 0 1
C -21.21 32.09 14.06
O -22.30 31.29 14.41
C -22.54 30.19 13.58
C -24.01 29.77 13.62
C -24.41 29.25 15.00
N -24.07 28.68 12.70
H -21.51 32.70 13.18
H -20.37 31.47 13.80
H -21.06 32.72 14.92
H -22.36 30.45 12.52
H -21.97 29.25 13.84
H -24.58 30.69 13.33
H -25.47 29.30 15.13
H -24.12 29.96 15.76
H -24.04 28.23 15.16
H -24.95 28.16 12.69
H -23.87 28.98 11.73
C -22.77 34.88 16.90
O -22.88 36.26 16.82
C -21.97 36.77 15.85
C -21.84 38.27 16.10
N -23.19 38.92 15.97
C -23.14 40.29 16.39
C -24.44 40.68 16.96
O -24.81 39.97 18.08
C -26.13 40.37 18.42
H -22.87 34.44 15.91
H -23.61 34.44 17.49
H -21.79 34.56 17.24
H -22.44 36.60 14.89
H -21.01 36.29 16.01
H -21.15 38.80 15.43
H -21.42 38.38 17.13
H -23.84 38.42 16.59
H -22.91 40.98 15.56
H -22.31 40.49 17.10
H -25.07 40.40 16.13
H -24.61 41.77 17.08
H -26.21 41.44 18.64
H -26.42 39.85 19.31
H -26.79 40.17 17.60
C -12.62 29.77 11.47
O -13.64 30.72 11.27
C -14.48 30.48 10.14
C -14.86 31.84 9.45
N -15.37 31.59 8.11
C -15.27 32.76 7.29
C -15.71 32.45 5.85
O -14.78 31.54 5.17
C -15.30 31.09 3.93
H -12.26 29.96 12.49
H -11.86 29.77 10.73
H -13.10 28.74 11.50
H -15.36 29.84 10.46
H -13.94 29.87 9.36
H -13.89 32.39 9.47
H -15.52 32.51 10.06
H -14.76 30.86 7.70
H -14.27 33.29 7.25
H -16.02 33.51 7.60
H -15.78 33.40 5.32
H -16.66 31.92 5.82
H -15.45 31.94 3.28
H -16.26 30.57 4.04
H -14.54 30.44 3.45
C -16.42 29.64 19.67
O -15.88 28.45 19.08
C -14.88 28.65 18.10
C -15.54 29.17 16.79
N -14.54 29.33 15.76
C -15.19 29.76 14.53
C -15.72 28.52 13.87
O -16.55 28.90 12.76
C -17.72 28.18 12.60
H -17.09 30.14 18.94
H -15.65 30.34 20.00
H -17.04 29.36 20.52
H -14.42 27.68 17.96
H -14.04 29.35 18.45
H -16.05 30.11 17.01
H -16.20 28.42 16.45
H -13.81 29.99 15.97
H -14.43 30.16 13.88
H -16.00 30.50 14.62
H -16.35 27.94 14.55
H -14.92 27.90 13.52
H -17.45 27.17 12.31
H -18.33 28.70 11.87
H -18.28 28.01 13.55
C -16.11 35.01 11.18
O -16.17 36.19 10.34
C -17.43 36.54 9.94
C -17.41 37.99 9.23
N -17.09 37.96 7.84
C -15.74 37.48 7.52
C -14.62 38.30 8.16
O -14.89 39.64 7.82
C -13.77 40.50 8.06
H -16.48 35.22 12.18
H -15.05 34.69 11.23
H -16.78 34.26 10.77
H -18.11 36.65 10.77
H -17.78 35.78 9.28
H -16.75 38.61 9.87
H -18.44 38.43 9.29
H -17.21 38.90 7.51
H -15.66 37.54 6.44
H -15.62 36.44 7.92
H -13.67 37.96 7.68
H -14.64 38.20 9.23
H -14.17 41.50 8.00
H -12.95 40.29 7.33
H -13.36 40.31 9.07
C -20.89 32.89 6.72
O -20.40 32.32 7.93
C -18.98 32.19 7.93
C -18.54 31.47 9.19
N -18.41 32.40 10.31
C -18.30 31.57 11.50
C -17.87 32.38 12.73
O -18.80 33.47 12.87
C -18.64 34.24 14.12
H -20.57 32.27 5.89
H -20.39 33.82 6.58
H -22.00 32.93 6.76
H -18.52 33.19 7.85
H -18.62 31.54 7.16
H -17.57 31.05 8.98
H -19.30 30.75 9.38
H -19.27 32.92 10.44
H -17.54 30.77 11.31
H -19.24 30.99 11.69
H -16.86 32.81 12.61
H -17.89 31.67 13.62
H -19.30 35.15 14.09
H -17.57 34.47 14.30
H -18.94 33.68 15.02
C -14.44 33.43 16.89
O -15.69 33.38 17.52
C -16.46 34.50 17.47
C -17.79 34.21 18.12
N -18.47 33.12 17.44
C -19.22 32.30 18.36
C -19.82 31.20 17.51
O -18.80 30.57 16.77
C -19.36 29.53 15.93
H -13.93 32.51 17.00
H -13.84 34.25 17.36
H -14.56 33.66 15.80
H -16.60 34.87 16.45
H -16.04 35.38 18.00
H -18.46 35.10 18.09
H -17.55 33.85 19.19
H -17.74 32.57 16.97
H -19.91 32.82 19.01
H -18.59 31.66 19.05
H -20.57 31.58 16.79
H -20.36 30.52 18.20
H -20.15 29.86 15.25
H -19.81 28.76 16.61
H -18.56 29.02 15.37
C -17.39 29.68 0.42
O -18.14 29.36 1.57
C -17.62 28.33 2.35
C -18.48 28.07 3.56
N -18.54 29.17 4.46
C -19.39 28.91 5.63
C -18.47 28.41 6.70
O -19.25 27.97 7.80
C -18.51 27.75 8.98
H -16.32 29.72 0.67
H -17.77 30.60 -0.07
H -17.50 28.92 -0.36
H -16.61 28.64 2.65
H -17.42 27.39 1.82
H -18.18 27.19 4.13
H -19.51 27.78 3.22
H -18.87 30.00 3.99
H -20.21 28.19 5.40
H -19.87 29.87 5.88
H -17.72 29.19 7.07
H -17.83 27.60 6.33
H -19.21 27.38 9.73
H -17.96 28.65 9.29
H -17.74 26.96 8.76
C -26.03 31.94 7.14
O -24.85 31.30 7.58
C -24.46 31.84 8.82
C -23.19 31.13 9.23
N -23.44 29.76 9.49
C -22.20 28.99 9.57
C -22.49 27.53 9.61
O -23.08 27.13 8.38
C -23.14 25.71 8.34
H -25.72 32.84 6.62
H -26.69 32.26 7.93
H -26.56 31.27 6.46
H -25.28 31.67 9.56
H -24.31 32.92 8.75
H -22.82 31.66 10.13
H -22.52 31.40 8.44
H -23.98 29.31 8.79
H -21.83 29.32 10.54
H -21.50 29.24 8.79
H -23.25 27.27 10.37
H -21.56 26.95 9.73
H -22.17 25.22 8.20
H -23.85 25.45 7.53
H -23.51 25.25 9.25
C -9.32 36.88 9.38
O -10.66 36.92 9.87
C -10.90 38.07 10.64
C -12.27 38.07 11.23
N -12.51 39.26 12.01
C -13.90 39.58 12.17
C -14.78 38.44 12.66
O -14.31 38.13 13.98
C -15.01 37.03 14.55
H -9.16 35.92 8.82
H -8.66 36.89 10.30
H -9.03 37.72 8.75
H -10.69 39.00 10.13
H -10.15 38.08 11.45
H -12.37 37.22 11.98
H -13.03 37.89 10.44
H -12.07 39.11 12.91
H -14.29 39.96 11.20
H -14.00 40.44 12.83
H -14.79 37.51 12.09
H -15.82 38.78 12.63
H -15.98 37.39 14.94
H -14.46 36.71 15.41
H -15.05 36.14 13.89
C -22.51 27.18 -1.79
O -21.82 28.32 -1.27
C -21.94 28.39 0.17
C -21.55 29.74 0.65
N -21.56 29.82 2.12
C -21.82 31.14 2.67
C -20.68 32.15 2.67
O -19.89 31.76 3.78
C -18.67 32.57 3.91
H -22.27 27.21 -2.87
H -23.62 27.23 -1.63
H -22.13 26.30 -1.36
H -21.19 27.70 0.61
H -22.97 28.13 0.47
H -22.26 30.47 0.32
H -20.58 29.84 0.16
H -20.73 29.36 2.52
H -22.10 31.07 3.73
H -22.68 31.52 2.12
H -21.13 33.15 2.78
H -20.10 32.15 1.73
H -18.76 33.44 3.25
H -17.85 31.99 3.51
H -18.56 32.84 4.93
C -21.35 37.47 9.08
O -21.54 36.51 10.10
C -21.32 35.19 9.57
C -21.35 34.11 10.69
N -22.57 34.03 11.51
C -22.86 35.16 12.39
C -24.18 34.92 13.11
O -25.22 35.18 12.20
C -26.50 35.00 12.75
H -20.30 37.58 8.76
H -21.66 38.40 9.48
H -22.00 37.25 8.24
H -20.34 35.15 9.06
H -22.09 35.05 8.80
H -20.58 34.24 11.47
H -21.11 33.21 10.09
H -23.44 33.97 10.98
H -22.93 36.13 11.91
H -22.04 35.24 13.14
H -24.31 35.57 13.97
H -24.19 33.87 13.52
H -26.78 33.96 12.82
H -27.14 35.57 12.08
H -26.59 35.51 13.74
*
```

=====

4.
Below is a 5-piece molecular cluster, C2H15NO5 overall, with properties calculated with ωB97M-V with the def2-TZVPD basis set.

- E_HOMO: -8.71 eV
- E_tot: -516.07857 a.u.
- Maximum force: 0.05412 hartree/bohr
- SMILES: CNCO.O.O.O.O

```
! wB97M-V def2-TZVPD RIJCOSX def2/J DEFGRID3
* xyz 0 1
C 1.47 2.37 -1.98
N 0.63 1.36 -1.37
C 1.47 0.31 -0.71
O 0.71 -0.82 -0.48
H 2.06 1.94 -2.78
H 2.14 2.75 -1.21
H 0.82 3.17 -2.23
H -0.18 0.96 -1.80
H 2.36 -0.12 -1.23
H 1.93 0.79 0.22
H -0.02 -0.73 0.10
O -1.82 4.01 -3.43
H -1.00 3.71 -3.77
H -1.84 3.59 -2.60
O -3.12 -6.21 2.44
H -3.90 -5.84 2.83
H -2.28 -6.03 2.89
O 1.54 0.09 3.62
H 1.07 0.90 3.95
H 2.52 -0.07 3.73
O -1.79 -1.75 1.12
H -1.17 -1.71 1.80
H -1.61 -2.70 0.90
*
```